# 1
ORCA calculation (ωB97M-V/def2-TZVPD) on C38H44As2N4O2P2SSm as an isolated structure in a non-equilibrium geometry.

## Properties
**Spin multiplicity**: 6
**HOMO energy (spin up / spin down)**: -0.5901 / -0.5901 Ha
**⟨S²⟩**: 8.761
**E_LUMO (spin up / spin down)**: -0.3180 / -0.2623 Eh
**Gap between HOMO and LUMO (spin up / spin down)**: 0.2721 / 0.3278 Eh
**Energy relative to the best compared isomer or geometry (same formula, charge and spin)**: 0.00 kcal/mol
**Total charge**: +3

Atoms and positions in Å:
Sm (-0.109, 0.701, 0.754)
C (-2.502, 2.977, 5.370)
C (-1.061, 2.843, 4.976)
N (-0.040, 3.032, 5.708)
N (1.033, 2.673, 4.966)
C (0.719, 2.308, 3.748)
S (1.761, 1.933, 2.442)
N (-0.620, 2.445, 3.697)
N (-1.444, 2.256, 2.562)
H (-2.482, 2.871, 6.471)
H (-3.070, 2.105, 5.061)
H (-2.973, 3.835, 4.909)
H (1.973, 2.658, 5.365)
H (-1.847, 3.174, 2.383)
H (-2.274, 1.688, 2.817)
O (0.381, 1.224, -1.260)
P (1.087, 0.882, -2.583)
C (1.179, -0.909, -2.749)
P (1.540, -1.787, -1.141)
O (0.677, -1.201, -0.088)
C (1.443, -3.544, -1.392)
C (1.292, -4.229, -2.676)
C (1.223, -5.600, -2.639)
C (1.454, -6.335, -1.445)
C (1.651, -5.682, -0.221)
C (1.591, -4.296, -0.246)
C (3.210, -1.357, -0.629)
C (3.462, -0.208, 0.142)
C (4.724, 0.082, 0.505)
C (5.820, -0.712, 0.201)
C (5.547, -1.888, -0.539)
C (4.260, -2.139, -1.002)
C (0.249, 1.507, -4.033)
C (0.884, 2.365, -4.976)
C (0.248, 2.796, -6.076)
C (-1.106, 2.475, -6.135)
C (-1.756, 1.710, -5.219)
C (-1.122, 1.200, -4.124)
C (2.762, 1.540, -2.497)
C (3.898, 0.932, -3.122)
C (5.091, 1.623, -3.119)
C (5.218, 2.843, -2.420)
C (4.095, 3.359, -1.779)
C (2.820, 2.754, -1.913)
H (1.913, -1.290, -3.423)
H (0.220, -1.305, -3.102)
H (1.211, -3.685, -3.634)
H (1.012, -6.094, -3.559)
H (1.544, -7.376, -1.509)
H (1.973, -6.254, 0.642)
H (1.704, -3.749, 0.705)
H (2.725, 0.501, 0.424)
H (4.938, 0.937, 1.053)
H (6.854, -0.535, 0.529)
H (6.314, -2.599, -0.787)
H (4.047, -2.946, -1.696)
H (1.971, 2.521, -4.930)
H (0.684, 3.453, -6.819)
H (-1.751, 2.939, -6.891)
H (-2.832, 1.639, -5.252)
H (-1.779, 0.593, -3.564)
H (3.843, 0.017, -3.642)
H (5.960, 1.278, -3.648)
H (6.141, 3.425, -2.367)
H (4.046, 4.348, -1.338)
H (2.003, 3.185, -1.394)
C (-1.146, -1.293, 4.589)
As (-1.693, -1.210, 2.740)
C (-2.030, -3.084, 2.204)
C (-3.532, -0.585, 2.902)
C (-4.271, -0.819, 4.082)
C (-5.552, -0.270, 4.263)
C (-6.157, 0.459, 3.317)
C (-5.485, 0.668, 2.093)
C (-4.215, 0.067, 1.860)
As (-3.198, 0.368, 0.135)
C (-3.715, 2.118, -0.633)
C (-4.081, -0.807, -1.088)
H (-1.744, -2.039, 5.117)
H (-1.337, -0.302, 5.074)
H (-0.078, -1.629, 4.620)
H (-1.991, -3.247, 1.107)
H (-3.017, -3.248, 2.586)
H (-1.211, -3.659, 2.676)
H (-3.903, -1.400, 4.942)
H (-6.103, -0.530, 5.189)
H (-7.082, 0.898, 3.507)
H (-6.027, 1.177, 1.267)
H (-4.646, 2.084, -1.180)
H (-2.997, 2.301, -1.407)
H (-3.819, 2.908, 0.107)
H (-3.281, -0.962, -1.761)
H (-4.821, -0.252, -1.616)
H (-4.497, -1.622, -0.545)

---

# 2
ORCA calculation (ωB97M-V/def2-TZVPD) on C30H25BrCl61NO7S as an isolated structure in a non-equilibrium geometry.

## Properties
**HOMO energy**: -0.3630 Ha
**E_LUMO**: -0.0059 Eh
**Gap between HOMO and LUMO**: 0.3571 Eh
**Energy relative to the best compared isomer or geometry (same formula, charge and spin)**: 0.00 kcal/mol
**Total charge**: 0

Atoms and positions in Å:
C (0.578, 0.408, -1.222)
C (-0.519, -0.128, -2.237)
C (-1.977, -0.094, -1.663)
Cl (-2.787, -1.590, -2.377)
C (-2.782, 1.249, -1.866)
C (-1.878, 2.329, -2.512)
C (-2.453, 3.748, -2.681)
O (-2.559, 4.492, -1.815)
Br (-3.078, 4.335, -4.444)
O (-2.873, 1.730, -0.480)
S (-4.140, 0.996, 0.295)
O (-3.725, -0.040, 1.191)
O (-4.856, 2.031, 0.963)
O (-4.792, 0.370, -1.079)
C (-4.323, 1.171, -2.218)
C (-4.730, 0.674, -3.652)
C (-3.574, 0.564, -4.701)
N (-3.982, -0.525, -5.650)
C (-5.214, 2.475, -2.028)
C (-6.664, 2.280, -1.501)
C (-7.675, 1.565, -2.470)
C (-7.805, 0.031, -2.217)
O (-8.310, -0.229, -0.870)
C (-8.023, -1.580, -0.663)
C (-6.666, -2.059, -0.093)
O (-8.820, -2.381, -0.963)
H (1.523, -0.159, -1.301)
H (0.177, 0.328, -0.192)
H (0.835, 1.464, -1.485)
H (-0.397, 0.279, -3.260)
H (-0.273, -1.214, -2.335)
H (-1.881, -0.336, -0.582)
H (-1.545, 1.996, -3.521)
H (-0.995, 2.455, -1.843)
H (-5.132, -0.362, -3.521)
H (-5.546, 1.251, -4.120)
H (-3.562, 1.490, -5.313)
H (-2.587, 0.262, -4.303)
H (-3.499, -1.358, -5.329)
H (-3.736, -0.284, -6.601)
H (-4.705, 3.187, -1.330)
H (-5.283, 3.044, -2.987)
H (-7.078, 3.310, -1.362)
H (-6.769, 1.794, -0.514)
H (-8.684, 1.990, -2.206)
H (-7.538, 1.821, -3.544)
H (-6.847, -0.520, -2.303)
H (-8.566, -0.347, -2.935)
H (-5.859, -1.961, -0.859)
H (-6.394, -1.483, 0.815)
H (-6.710, -3.140, 0.150)
C (-0.612, -5.181, -3.653)
Cl (-0.880, -5.336, -1.909)
Cl (-0.671, -6.781, -4.403)
Cl (-1.871, -4.149, -4.352)
Cl (0.976, -4.450, -3.943)
C (2.387, -1.329, 4.020)
Cl (1.516, -0.113, 4.967)
Cl (3.420, -0.512, 2.835)
Cl (3.368, -2.328, 5.109)
Cl (1.227, -2.369, 3.177)
C (0.989, -10.186, -3.329)
Cl (0.750, -8.653, -2.479)
Cl (0.678, -11.532, -2.223)
Cl (-0.129, -10.279, -4.702)
Cl (2.656, -10.280, -3.920)
C (-3.372, 7.335, 0.135)
Cl (-3.019, 7.668, -1.567)
Cl (-1.857, 7.135, 1.034)
Cl (-4.285, 8.689, 0.824)
Cl (-4.317, 5.849, 0.253)
C (3.243, -4.857, 8.073)
Cl (4.818, -4.409, 7.395)
Cl (2.611, -3.509, 9.033)
Cl (2.115, -5.226, 6.760)
Cl (3.431, -6.281, 9.107)
C (3.338, -0.315, -2.772)
Cl (3.720, 1.316, -3.349)
Cl (4.372, -1.490, -3.602)
Cl (3.631, -0.421, -1.026)
Cl (1.636, -0.679, -3.110)
C (4.306, 4.617, -1.210)
Cl (4.510, 4.538, -2.968)
Cl (4.110, 6.298, -0.690)
Cl (2.869, 3.691, -0.748)
Cl (5.729, 3.924, -0.425)
C (6.433, -3.353, 1.681)
Cl (5.912, -2.315, 0.326)
Cl (5.350, -3.136, 3.062)
Cl (6.401, -5.046, 1.163)
Cl (8.078, -2.919, 2.169)
C (3.036, 7.748, 3.314)
Cl (3.420, 9.411, 2.842)
Cl (4.077, 6.617, 2.435)
Cl (3.306, 7.548, 5.053)
Cl (1.343, 7.412, 2.925)
C (-11.862, 0.454, -2.226)
Cl (-11.107, -0.159, -3.707)
Cl (-13.571, 0.800, -2.543)
Cl (-11.733, -0.758, -0.950)
Cl (-11.048, 1.947, -1.715)
C (7.340, -4.543, -5.082)
Cl (7.763, -5.906, -4.035)
Cl (6.101, -3.553, -4.288)
Cl (8.779, -3.556, -5.379)
Cl (6.712, -5.152, -6.621)
C (6.906, 2.736, 3.363)
Cl (5.960, 1.737, 4.477)
Cl (7.059, 1.902, 1.809)
Cl (6.092, 4.291, 3.119)
Cl (8.517, 3.016, 4.043)
C (6.350, -0.478, 7.842)
Cl (7.060, -1.274, 6.426)
Cl (4.621, -0.213, 7.560)
Cl (6.568, -1.507, 9.267)
Cl (7.150, 1.078, 8.109)
C (4.750, 0.318, 12.289)
Cl (4.016, -0.665, 11.015)
Cl (5.938, -0.655, 13.173)
Cl (5.556, 1.717, 11.562)
Cl (3.494, 0.874, 13.406)
C (9.705, -0.030, -0.901)
Cl (9.875, -0.094, -2.664)
Cl (9.499, 1.649, -0.385)
Cl (8.285, -0.956, -0.398)
Cl (11.152, -0.715, -0.142)

---

# 3
ORCA calculation (ωB97M-V/def2-TZVPD) on C6H12BF10FeN3O4S2 as an isolated structure.

## Properties
**Spin multiplicity**: 6
**HOMO energy (spin up / spin down)**: -0.5471 / -0.5484 Ha
**⟨S²⟩**: 8.756
**E_LUMO (spin up / spin down)**: -0.1064 / -0.2371 Eh
**Gap between HOMO and LUMO (spin up / spin down)**: 0.4407 / 0.3113 Eh
**Energy relative to the best compared isomer or geometry (same formula, charge and spin)**: 0.00 kcal/mol
**Total charge**: +1

Atoms and positions in Å:
Fe (-0.116, -0.938, -0.694)
N (1.991, -1.126, -0.705)
C (2.864, -0.029, -1.194)
C (2.679, 1.263, -0.413)
C (1.265, 1.856, -0.406)
C (0.586, 1.915, -1.771)
N (0.021, 0.591, -2.172)
H (2.223, -1.361, 0.260)
H (2.151, -1.977, -1.243)
H (2.652, 0.109, -2.256)
H (3.906, -0.343, -1.122)
H (3.369, 1.989, -0.846)
H (3.006, 1.113, 0.619)
H (1.327, 2.871, -0.012)
H (0.612, 1.324, 0.295)
H (1.286, 2.245, -2.538)
H (-0.232, 2.632, -1.743)
H (0.492, 0.200, -2.983)
H (-0.958, 0.689, -2.433)
F (-2.171, 2.337, 1.150)
C (-3.297, 1.677, 0.885)
F (-3.818, 2.132, -0.243)
F (-4.147, 1.813, 1.878)
S (-2.887, -0.109, 0.650)
O (-1.842, -0.004, -0.422)
O (-4.056, -0.812, 0.291)
N (-2.247, -0.486, 2.010)
S (-0.879, -1.108, 2.370)
O (-0.895, -2.407, 2.923)
O (0.122, -0.908, 1.252)
C (-0.217, 0.086, 3.615)
F (0.980, -0.329, 3.991)
F (-0.117, 1.282, 3.041)
F (-1.034, 0.142, 4.643)
F (-1.387, -2.743, -0.376)
B (-0.548, -3.430, -1.310)
F (-0.271, -2.150, -2.236)
F (-1.097, -4.389, -2.022)
F (0.683, -3.617, -0.736)

---

# 4
ORCA calculation (ωB97M-V/def2-TZVPD) on an isolated ion of composition C3H8NO and charge +1 in a non-equilibrium geometry.

## Properties
**HOMO energy**: -0.5122 Ha
**E_LUMO**: -0.1369 Eh
**Gap between HOMO and LUMO**: 0.3753 Eh
**Energy relative to the best compared isomer or geometry (same formula, charge and spin)**: 50.33 kcal/mol
**SMILES**: CO/C=C\[NH3+]
**Total charge**: +1

Atoms and positions in Å:
C (0.709, 0.056, 0.113)
C (0.790, -1.263, 0.465)
C (-0.181, 2.232, -0.681)
N (-0.475, -2.007, 0.506)
O (-0.372, 0.803, -0.271)
H (1.525, 0.705, 0.019)
H (1.752, -1.492, 0.837)
H (-0.374, 2.731, 0.178)
H (-1.045, 2.375, -1.282)
H (0.752, 2.283, -1.004)
H (-0.638, -2.197, 1.434)
H (-0.531, -2.844, -0.139)
H (-1.200, -1.562, 0.002)

---

# 5
ORCA calculation (ωB97M-V/def2-TZVPD) on a 2-piece molecular cluster, C6H13NO3 overall in a non-equilibrium geometry.

## Properties
**HOMO energy**: -0.3083 Ha
**E_LUMO**: 0.0346 Eh
**Gap between HOMO and LUMO**: 0.3430 Eh
**Energy relative to the best compared isomer or geometry (same formula, charge and spin)**: 54.64 kcal/mol
**SMILES**: C=C(N)OC.COC(C)=O
**Total charge**: 0

Atoms and positions in Å:
C (2.992, -0.938, -0.081)
C (0.703, 1.630, -1.333)
C (1.086, 0.201, -1.074)
O (2.156, 0.206, -0.139)
O (0.853, -0.777, -1.738)
H (2.536, -1.759, -0.639)
H (3.966, -0.704, -0.512)
H (3.121, -1.227, 0.965)
H (0.062, 1.939, -0.506)
H (0.195, 1.714, -2.291)
H (1.579, 2.269, -1.280)
C (-1.922, -1.449, -0.551)
C (-1.483, 0.375, 1.055)
N (-1.846, 1.687, 1.262)
C (-0.763, -0.376, 1.885)
O (-1.888, -0.063, -0.272)
H (-2.199, 1.920, 2.178)
H (-2.451, 2.073, 0.551)
H (-0.898, -1.774, -0.750)
H (-2.348, -2.047, 0.257)
H (-2.506, -1.559, -1.465)
H (-0.455, -1.373, 1.632)
H (-0.491, 0.028, 2.844)

---

# 6
ORCA calculation (ωB97M-V/def2-TZVPD) on C36H56KO13S5Sn as an isolated structure in a non-equilibrium geometry.

## Properties
**HOMO energy**: -0.3433 Ha
**E_LUMO**: -0.1729 Eh
**Gap between HOMO and LUMO**: 0.1704 Eh
**Total charge**: +1

Atoms and positions in Å:
Sn (0.724, -0.595, 3.344)
K (-0.322, 0.543, -4.526)
C (0.143, -0.950, -0.788)
C (-0.407, -0.034, -1.688)
C (-0.788, 1.420, -1.224)
O (-1.212, 2.288, -2.086)
C (-0.636, 1.845, 0.091)
C (0.018, 0.939, 1.068)
C (0.565, -0.489, 0.600)
O (1.248, -1.140, 1.399)
O (0.184, 1.170, 2.279)
O (-0.535, -0.489, -2.896)
H (0.440, -1.918, -1.163)
H (-0.860, 2.876, 0.324)
C (1.192, -3.567, 1.358)
S (1.582, -4.388, -0.276)
O (2.037, -5.796, 0.050)
C (-0.108, -4.476, -1.081)
H (0.676, -2.608, 1.307)
H (2.099, -3.385, 1.934)
H (0.525, -4.197, 1.947)
H (-0.960, -4.364, -0.410)
H (-0.185, -5.364, -1.707)
H (-0.114, -3.622, -1.759)
C (-2.881, -3.468, 2.798)
S (-1.164, -2.893, 2.317)
O (-0.840, -1.597, 3.028)
C (-1.560, -2.506, 0.616)
H (-3.146, -4.333, 2.191)
H (-3.530, -2.617, 2.592)
H (-2.999, -3.658, 3.865)
H (-0.631, -2.424, 0.053)
H (-2.187, -1.618, 0.541)
H (-2.058, -3.331, 0.107)
C (3.229, 0.655, 0.566)
S (3.080, 1.544, 2.136)
O (2.463, 0.463, 3.042)
C (4.816, 1.666, 2.597)
H (3.753, -0.270, 0.806)
H (3.833, 1.331, -0.038)
H (2.213, 0.500, 0.203)
H (5.379, 2.442, 2.077)
H (5.121, 0.649, 2.352)
H (5.033, 1.773, 3.659)
C (-3.228, -0.280, 1.915)
S (-2.476, 0.394, 3.501)
O (-1.104, -0.273, 3.800)
C (-2.258, 2.198, 2.987)
H (-2.551, -0.084, 1.083)
H (-4.125, 0.219, 1.548)
H (-3.378, -1.355, 2.016)
H (-3.205, 2.531, 2.562)
H (-1.575, 2.302, 2.144)
H (-2.048, 2.823, 3.855)
C (1.305, 3.478, 0.682)
S (1.580, 4.413, 2.206)
O (0.882, 5.734, 2.078)
C (0.588, 3.353, 3.389)
H (0.222, 3.406, 0.584)
H (1.813, 2.515, 0.716)
H (1.810, 4.046, -0.099)
H (0.877, 2.303, 3.352)
H (-0.466, 3.396, 3.114)
H (0.610, 3.742, 4.407)
C (-5.729, 2.303, 0.814)
C (-5.135, 1.302, -0.091)
C (-3.782, 1.372, -0.393)
C (-3.003, 2.413, 0.010)
C (-3.606, 3.381, 0.732)
C (-4.948, 3.356, 1.160)
H (-6.758, 2.266, 1.138)
H (-5.768, 0.470, -0.360)
H (-3.317, 0.609, -1.000)
H (-1.984, 2.479, -0.340)
H (-3.000, 4.215, 1.057)
H (-5.323, 4.132, 1.811)
C (3.407, -3.499, -1.400)
C (4.782, -3.247, -1.272)
C (5.214, -1.940, -1.051)
C (4.330, -0.869, -0.895)
C (2.973, -1.159, -0.913)
C (2.524, -2.477, -1.161)
H (3.011, -4.450, -1.725)
H (5.518, -4.024, -1.415)
H (6.256, -1.656, -1.043)
H (4.544, 0.188, -0.841)
H (2.238, -0.386, -0.743)
H (1.468, -2.703, -1.176)
O (4.521, 3.945, -1.314)
C (3.594, 3.358, -1.832)
O (3.619, 2.115, -2.133)
C (2.427, 1.510, -2.721)
C (1.450, 2.651, -2.753)
C (2.260, 3.873, -2.155)
H (2.144, 0.655, -2.106)
H (2.621, 1.127, -3.723)
H (0.628, 2.408, -2.080)
H (1.026, 2.918, -3.721)
H (1.764, 4.264, -1.267)
H (2.455, 4.602, -2.941)
O (-2.253, -3.486, -0.997)
C (-2.212, -2.929, -2.072)
O (-1.309, -3.180, -3.037)
C (-1.482, -2.380, -4.209)
C (-2.916, -1.846, -4.103)
C (-3.121, -1.765, -2.508)
H (-1.199, -2.801, -5.174)
H (-0.797, -1.549, -4.039)
H (-3.596, -2.618, -4.462)
H (-3.171, -0.987, -4.724)
H (-4.147, -1.980, -2.209)
H (-2.724, -0.848, -2.071)

---

# 7
ORCA calculation (ωB97M-V/def2-TZVPD) on a 2-piece molecular cluster, C3H10NO overall.

## Properties
**HOMO energy**: -0.5190 Ha
**E_LUMO**: -0.1264 Eh
**Gap between HOMO and LUMO**: 0.3926 Eh
**Energy relative to the best compared isomer or geometry (same formula, charge and spin)**: 7.61 kcal/mol
**Total charge**: +1

Atoms and positions in Å:
C (-1.795, 1.119, 1.174)
N (-0.735, 0.294, 1.848)
H (-1.867, 2.089, 1.659)
H (-1.523, 1.232, 0.132)
H (-2.746, 0.594, 1.211)
H (-0.879, 0.334, 2.860)
H (0.190, 0.648, 1.587)
H (-0.771, -0.670, 1.508)
O (0.617, 0.232, -0.484)
C (0.721, -0.433, -1.496)
C (1.990, -1.119, -1.896)
H (-0.140, -0.513, -2.180)
H (1.912, -1.507, -2.906)
H (2.240, -1.922, -1.200)
H (2.786, -0.378, -1.818)

---

# 8
ORCA calculation (ωB97M-V/def2-TZVPD) on a 2-piece molecular cluster, C10H16O overall in a non-equilibrium geometry.

## Properties
**Spin multiplicity**: 2
**HOMO energy (spin up / spin down)**: 0.0235 / -0.1307 Ha
**⟨S²⟩**: 0.761
**E_LUMO (spin up / spin down)**: 0.1391 / 0.1374 Eh
**Gap between HOMO and LUMO (spin up / spin down)**: 0.1156 / 0.2681 Eh
**Energy relative to the best compared isomer or geometry (same formula, charge and spin)**: 6.19 kcal/mol
**Total charge**: -1

Atoms and positions in Å:
C (-0.681, 1.092, 1.457)
C (-0.528, 2.593, 1.191)
C (-0.259, 0.756, 2.921)
H (-0.036, 0.507, 0.811)
H (-1.728, 0.825, 1.321)
H (-1.191, 2.979, 0.416)
H (-0.715, 3.197, 2.075)
H (0.769, 0.385, 3.010)
H (0.489, 2.812, 0.912)
H (-0.853, -0.099, 3.246)
H (-0.255, 1.655, 3.499)
C (-0.720, -3.165, -0.478)
C (1.191, -1.582, -0.738)
C (-0.153, -1.833, -0.921)
C (1.796, -0.317, -1.158)
C (-0.934, -0.879, -1.582)
C (0.996, 0.538, -1.901)
C (-0.335, 0.276, -2.165)
O (1.512, 1.667, -2.534)
H (1.862, -2.288, -0.258)
H (2.747, -0.081, -0.707)
H (-1.130, -3.015, 0.528)
H (0.022, -3.925, -0.302)
H (-1.955, -1.133, -1.851)
H (-0.863, 1.023, -2.733)
H (2.401, 1.505, -2.842)
H (-1.452, -3.492, -1.216)

---

Question: Which of these has the lowest total charge?
Answer: C10H16O